C42H83Br16ClNOP2S | ωB97M-V with the def2-TZVPD basis set

```
147
Properties=species:S:1:pos:R:3:forces:R:3
Br 3.94290 4.85636 -4.17461 -0.101 -0.003 0.021
Br 7.82730 1.38098 1.44136 0.212 0.141 -0.058
Br -3.74076 -7.03633 -7.05083 -0.098 -0.044 0.016
Br 7.78801 -1.21928 4.03731 0.210 -0.190 -0.001
Br -5.82324 -7.39829 -4.02558 0.095 0.095 0.022
Br -1.80295 7.84668 -10.27719 0.038 -0.105 0.032
Br -1.62863 9.01816 -3.72912 0.065 -0.114 -0.064
Br -9.92176 -5.17781 3.04440 0.144 0.085 0.002
Br 0.32884 5.18743 -4.82660 0.023 -0.024 -0.135
Br -3.77815 1.97656 6.57405 0.115 -0.060 -0.033
Br -4.47462 -2.93220 2.24820 -0.348 -0.147 -0.109
Br -4.26800 -5.64499 4.73713 0.065 0.131 -0.008
Br 2.03490 9.19735 -4.14009 -0.085 0.032 0.013
Br -7.86556 -4.82343 0.00202 -0.021 -0.044 0.006
Br -0.88634 4.22321 6.11045 -0.099 0.078 -0.007
Br 1.38246 7.48818 -8.44567 -0.023 0.047 0.013
Cl 3.42679 -1.72666 3.84475 -0.142 0.442 -0.878
S 0.37132 1.72222 -1.29976 0.599 -0.365 0.480
P 1.54970 1.06530 0.12329 -1.426 2.104 -1.518
P 0.10617 -1.00272 2.90049 1.013 -0.206 1.063
O -4.11092 -2.75075 -2.95764 -0.324 0.345 1.193
N 1.29483 -0.72231 0.20405 0.832 0.887 -1.190
C -5.85168 -3.65102 3.42705 -0.103 0.161 -0.004
C 1.69778 4.24511 -5.84376 -0.211 -0.070 -0.031
C 4.63400 0.08761 -2.27469 -0.328 0.529 -0.812
C 1.07484 -4.76859 3.79454 -0.701 -1.002 -0.564
C -1.47520 7.27909 -8.44222 -0.223 0.171 -0.121
C 1.79072 -3.03734 0.56515 -1.143 -1.328 0.803
C -0.36446 8.07779 -7.81098 0.157 -0.165 0.262
C 3.51459 -0.53320 2.46580 1.953 1.342 0.274
C -4.20238 -3.77948 -1.95968 0.296 -1.443 0.151
C -9.74961 -3.66942 1.82351 -0.295 -0.115 0.156
C 3.25076 -0.74404 -2.27532 1.277 -0.643 -1.050
C 2.51078 -1.63088 0.18421 1.370 -3.675 0.606
C -9.64485 -4.13025 0.39224 0.202 0.169 -0.170
C -2.79278 -4.15244 -1.32602 0.083 1.124 -0.280
C -0.21161 8.21267 -2.65994 -0.256 0.102 0.143
C 5.16973 2.35871 -1.03148 -0.726 0.355 -0.253
C 3.75619 -1.14618 1.04316 -0.594 0.398 0.660
C -2.35934 2.46010 7.82095 -0.283 -0.038 0.102
C 4.39072 1.67315 -2.27780 1.818 -0.183 0.969
C -5.63821 -5.88527 -5.24098 -0.258 -0.069 0.148
C 4.06324 3.79079 0.95354 0.329 0.447 -0.575
C -5.52228 -6.34313 -6.67210 0.237 0.126 -0.178
C 9.29788 0.64965 2.48665 0.131 0.072 -0.240
C 3.20440 -1.93780 -1.22415 0.263 1.088 -1.015
C -0.49151 -3.17269 -0.57912 -0.720 -0.068 0.738
C 1.73481 -4.39945 2.84605 0.460 0.285 -0.986
C 4.47102 3.72716 -0.59809 -0.528 -0.264 0.433
C -0.21240 0.62893 5.14830 1.168 -0.194 -0.657
C -0.07239 0.75473 3.54216 -0.545 0.474 0.616
C 0.20475 -2.74223 0.82135 0.005 0.207 -2.501
C -1.46820 -1.87064 3.53662 -1.103 1.271 -0.194
C -2.06025 -2.89387 -0.63114 0.147 -0.860 -0.765
C 2.68813 3.57078 -4.93056 0.289 0.024 -0.042
C -4.80414 -1.55695 -2.53854 -0.251 -0.158 0.561
C -5.28746 -3.98475 4.78403 -0.029 -0.262 0.119
C -1.26388 -2.59152 4.93652 0.686 0.018 -0.286
C 0.96313 9.14658 -2.51395 0.277 -0.123 -0.078
C 4.81067 0.37877 2.79749 -1.221 0.478 0.784
C -1.98551 3.91453 7.68982 0.272 0.041 0.018
C 0.08476 -1.13668 1.01864 -1.562 -1.996 0.337
C 2.54264 -4.02314 1.57437 -0.396 -0.706 1.538
C 9.13521 -0.83389 2.68404 0.069 -0.127 0.281
H 0.34446 -5.35418 4.40829 1.326 1.196 -0.614
H 3.30530 2.86573 -5.48826 -0.085 0.059 -0.029
H 2.34454 -0.07376 -2.29316 0.870 -0.578 0.243
H 4.54054 -1.96053 1.15401 -1.206 0.813 -0.247
H -5.92576 -1.71460 -2.63530 1.228 0.399 -0.119
H 2.81654 -2.83743 -1.77282 -0.084 0.878 0.929
H -0.97554 1.27530 3.10739 1.087 -0.198 0.426
H -4.61522 -1.37321 -1.42911 -0.078 0.036 -1.338
H 8.83361 -1.35968 1.77997 0.045 0.144 0.054
H -4.62262 -3.21615 5.17542 -0.086 -0.033 -0.109
H 0.28063 -0.35753 5.42204 -0.872 1.067 0.028
H -1.73142 -2.02649 5.79756 0.325 -0.635 -1.144
H 3.28927 1.91168 -2.20858 1.168 -0.135 -0.302
H -0.80846 -0.67918 0.48294 1.094 -0.620 0.490
H -2.08111 -4.48310 -2.15126 -1.067 0.168 0.905
H 9.33208 1.20882 3.41975 -0.041 -0.136 -0.061
H 1.15418 3.50654 -6.43341 0.070 0.017 0.066
H 4.64357 4.63473 1.43118 -0.703 -1.084 -0.243
H -2.22571 -1.02953 3.67853 0.757 -1.071 -0.280
H -6.59906 -2.86113 3.50617 0.075 -0.036 0.044
H -2.84628 4.57580 7.61088 0.044 -0.148 -0.008
H 5.52362 -0.18701 3.46452 -0.693 0.721 -1.300
H 1.64093 8.79029 -1.73798 -0.097 -0.022 -0.034
H 1.13430 1.73177 1.30662 0.565 -1.004 0.128
H -0.34895 -3.40584 1.53373 1.065 1.035 0.029
H -9.77860 -3.29143 -0.29114 -0.010 -0.032 0.097
H -0.43069 9.14497 -8.01461 -0.043 -0.141 -0.045
H 0.04440 7.26769 -3.13648 0.100 0.222 0.077
H 2.97027 4.05681 1.02218 1.036 -0.371 0.197
H -1.92620 -2.53178 2.74458 0.803 0.616 1.035
H 4.28838 -2.18214 -0.98146 -1.427 0.181 -0.256
H 4.27002 -0.34299 0.42088 -0.687 -0.935 0.781
H 4.88195 2.11087 -3.19962 -1.131 -0.409 0.900
H 5.09740 4.64535 -0.81570 -0.663 -1.271 -0.009
H -1.36794 4.22798 8.53150 -0.054 -0.077 -0.038
H 4.29308 2.82688 1.50068 -0.338 1.120 -0.561
H -2.47716 -2.71923 0.40296 0.431 -0.013 -1.118
H -0.34185 7.91782 -6.73207 -0.038 -0.001 -0.067
H 5.27668 0.82408 1.87325 -0.434 -0.827 1.096
H -2.24020 -2.01856 -1.31715 0.004 -0.659 0.959
H -5.65014 -5.50313 -7.35513 -0.017 -0.027 0.105
H -6.09028 -4.16508 5.49912 0.005 0.039 -0.115
H 0.01463 -2.69548 -1.47356 -0.439 -0.524 0.846
H -10.35298 -4.91681 0.13817 0.064 0.077 0.132
H 3.55133 -3.66838 1.91963 -1.064 -0.102 -0.409
H 2.64145 0.16425 2.58502 0.464 -1.070 -0.404
H 0.88808 1.34603 3.39158 -1.274 -0.717 -0.212
H 5.19684 -0.12615 -3.24040 -0.782 -0.053 1.227
H 1.65150 -3.75009 -0.30944 0.895 1.558 0.581
H -1.27263 6.21005 -8.47224 0.064 0.133 0.042
H 10.19614 0.86341 1.90735 -0.064 -0.060 0.031
H -0.37225 -4.30184 -0.66563 0.184 1.376 0.062
H -8.88754 -3.09209 2.15271 -0.056 -0.059 -0.142
H -0.15512 -2.63872 5.15463 -1.198 -0.188 -0.173
H -6.54413 -5.29554 -5.09937 0.058 -0.036 -0.067
H 10.05693 -1.27373 3.06529 -0.045 0.086 -0.035
H -2.77078 2.25729 8.80985 0.049 0.070 -0.061
H -2.96447 -4.99721 -0.60030 0.347 0.813 -0.672
H 6.24999 2.57950 -1.26747 -1.087 -0.581 0.091
H 2.15257 4.97430 -6.51270 -0.012 -0.052 0.119
H 0.45097 1.42072 5.61990 -1.150 -0.824 -0.495
H 3.25294 -1.24328 -3.30038 -0.332 0.571 1.313
H -6.28929 -4.50850 2.91788 0.076 0.049 0.081
H -4.94046 -3.53504 -1.13019 0.810 -0.094 -1.012
H -1.66635 -3.64052 4.87783 0.332 1.073 0.220
H -6.22952 -7.12877 -6.93164 0.058 0.083 0.121
H 3.51414 3.81333 -1.20025 1.158 0.106 0.575
H 2.74364 -5.01376 1.05161 -0.335 1.273 0.557
H -1.52788 1.78330 7.63147 -0.033 0.152 0.013
H 0.67318 10.17230 -2.29358 -0.064 -0.139 -0.034
H -0.66763 8.01446 -1.68944 0.072 0.057 -0.043
H 5.15201 1.60355 -0.18153 0.090 0.982 -0.753
H 0.94445 -0.88128 -0.76790 -0.006 0.471 0.447
H -10.65461 -3.07994 1.97097 0.062 -0.035 -0.074
H -4.57475 -4.72328 -2.48283 0.317 1.133 0.713
H -4.77886 -5.30891 -4.90228 -0.051 -0.061 -0.132
H 4.44306 1.26197 3.41760 0.499 -1.050 -0.669
H -2.41581 7.45234 -7.91917 0.110 0.021 0.027
H 2.22022 3.05392 -4.09376 -0.048 0.089 -0.104
H 5.33968 -0.25481 -1.45524 -0.945 0.551 -0.732
H -1.27593 0.71172 5.49628 1.112 -0.197 -0.328
H 2.92292 1.37206 -0.08721 -0.276 -0.706 0.419
H -4.42320 -0.69876 -3.15829 -0.565 -0.898 0.623
```
Forces are in eV/Å.

Properties
Strongest force on any atom, Eh/bohr: 0.0772
HOMO-LUMO gap, Ha: 0.30751
Charge: +1